{
  "formula": "C13H2Cl5N2O8Zn",
  "method": "wB97M-V/def2-TZVPD",
  "energy_ha": -5288.354594,
  "orbital_gap_ev": 8.4,
  "total_charge": -1,
  "species": ["Zn", "Cl", "C", "C", "Cl", "C", "Cl", "C", "O", "C", "Cl", "C", "Cl", "O", "C", "O", "C", "C", "C", "C", "C", "C", "O", "N", "O", "O", "N", "O", "O", "H", "H"],
  "positions_angstrom": [[0.4610, -0.8101, 0.1836], [2.5841, -6.1491, -3.7972], [2.4237, -4.7145, -2.8712], [1.2141, -4.4032, -2.2605], [-0.1245, -5.4603, -2.4235], [1.0923, -3.2401, -1.5183], [-0.3957, -2.8409, -0.7610], [2.1582, -2.3315, -1.3381], [2.0599, -1.2536, -0.6503], [3.3752, -2.6869, -1.9750], [4.7048, -1.6230, -1.7870], [3.5041, -3.8453, -2.7219], [4.9984, -4.2219, -3.4690], [-0.3174, 0.1126, 3.8755], [-0.3150, 0.1311, 2.6623], [0.1817, -0.8274, 1.9498], [-0.9444, 1.3148, 1.9463], [-1.4842, 2.2954, 2.7521], [-2.1086, 3.4197, 2.2222], [-2.2029, 3.5788, 0.8367], [-1.6594, 2.6148, 0.0320], [-1.0068, 1.4470, 0.5335], [-0.5543, 0.6079, -0.3340], [-1.7114, 2.7306, -1.4147], [-2.7605, 2.4644, -1.9564], [-0.6998, 3.0757, -1.9768], [-2.6480, 4.3972, 3.1005], [-3.1747, 5.3851, 2.6122], [-2.5609, 4.2035, 4.2997], [-1.4080, 2.1730, 3.8243], [-2.6796, 4.4569, 0.4257]],
  "atomic_forces_ev_per_a": [[0.71, -0.37, -0.67], [0.01, -0.25, -0.15], [-0.10, 0.09, 0.08], [0.23, 0.07, -0.04], [-0.23, -0.14, -0.01], [0.53, -0.07, -0.22], [-0.71, -0.42, -0.02], [0.26, -0.35, -0.31], [0.68, -0.13, -0.35], [-0.13, -0.04, 0.03], [0.11, 0.20, 0.08], [-0.27, 0.09, 0.15], [0.23, -0.05, -0.11], [-0.07, 0.14, 0.37], [-0.08, -0.06, 0.11], [-0.13, -0.22, 1.78], [0.12, -0.12, -0.13], [-0.15, 0.32, 0.07], [0.58, -1.06, -0.73], [-0.02, 0.12, -0.05], [0.18, -0.27, 1.10], [-0.32, 0.36, -0.15], [-0.87, 1.27, -0.68], [0.00, 0.12, 0.03], [-0.39, -0.04, -0.26], [0.28, 0.15, -0.25], [-0.27, 0.48, 0.38], [-0.09, 0.17, -0.09], [-0.04, 0.08, 0.17], [-0.01, -0.04, -0.08], [-0.05, -0.01, -0.04]]
}


{
  "formula": "C13H30CdO15",
  "method": "wB97M-V/def2-TZVPD",
  "energy_ha": -1809.590398,
  "e_above_lowest_kcal_mol": 0.00,
  "orbital_gap_ev": 7.5,
  "total_charge": 0,
  "species": ["Cd", "C", "C", "O", "H", "H", "H", "H", "H", "O", "H", "C", "C", "O", "C", "O", "O", "H", "H", "H", "H", "C", "C", "O", "C", "O", "O", "H", "H", "H", "H", "C", "C", "O", "C", "O", "O", "H", "H", "H", "H", "O", "H", "H", "O", "H", "H", "O", "H", "H", "C", "C", "O", "H", "H", "H", "H", "H", "H"],
  "positions_angstrom": [[1.5082, -3.0800, -2.7292], [-1.1827, -1.1855, -0.0815], [0.1107, -0.6041, -0.6405], [0.6572, -1.2308, -1.7995], [-1.6826, -0.5989, 0.6946], [-1.0081, -2.1333, 0.4313], [-2.0200, -1.3098, -0.7693], [0.9507, -0.7258, 0.0600], [0.1854, 0.4732, -0.8328], [-0.0670, -4.2722, -2.1097], [-0.7440, -3.8057, -1.6112], [-3.1228, 1.7109, 5.0527], [-2.5129, 2.2482, 3.7882], [-1.9465, 1.1494, 3.1758], [-2.2710, 0.0128, 3.8482], [-2.0729, -1.0699, 3.4085], [-3.0535, 0.3301, 4.8743], [-4.1744, 1.9791, 5.1641], [-2.6231, 1.9990, 5.9807], [-1.8486, 3.0930, 3.9713], [-3.3139, 2.5913, 3.1259], [-2.3159, 2.4830, -3.5071], [-2.8545, 1.3102, -2.6810], [-2.6926, 1.6804, -1.3339], [-2.1522, 2.9931, -1.2775], [-2.0226, 3.6023, -0.2589], [-1.9277, 3.4518, -2.4979], [-3.0156, 2.9002, -4.2253], [-1.4067, 2.1660, -4.0167], [-2.3449, 0.3588, -2.8358], [-3.9142, 1.1557, -2.8965], [0.8362, -1.3794, 3.2168], [2.2595, -1.0189, 2.9780], [2.8435, -2.2418, 2.5682], [2.0708, -3.2971, 2.9727], [2.3065, -4.4742, 2.9350], [0.8656, -2.7979, 3.2831], [0.1966, -1.0736, 2.3927], [0.5004, -1.0180, 4.1870], [2.7772, -0.5283, 3.8038], [2.3598, -0.3455, 2.1245], [0.4642, 0.0772, -4.5357], [0.2812, -0.4634, -3.7488], [1.0494, 0.7713, -4.2176], [-2.3175, -2.5147, -2.9652], [-2.8415, -1.7355, -3.1694], [-1.6109, -2.1949, -2.3908], [2.7347, -1.5211, -3.5873], [3.6749, -1.3255, -3.4987], [2.4503, -1.0661, -4.3933], [4.6065, 1.5945, -0.2622], [3.2193, 1.2525, -0.8364], [3.2952, -0.1645, -1.0863], [4.6463, 2.5376, 0.2911], [5.3598, 1.6709, -1.0460], [4.9764, 0.9032, 0.4955], [3.0778, 1.8428, -1.7433], [2.4023, 1.3618, -0.1228], [2.3943, -0.5241, -1.1155]],
  "atomic_forces_ev_per_a": [[-2.20, 0.33, 1.57], [-0.41, 0.24, 0.62], [1.74, -0.53, -0.53], [-0.61, 0.00, -0.67], [0.55, 0.49, 0.10], [0.15, -0.22, -0.37], [0.37, -0.08, -0.45], [-0.60, -0.06, 1.05], [-1.09, 0.21, 0.06], [1.16, -0.56, -0.67], [0.33, 0.29, 0.00], [-0.64, 0.72, 1.01], [-1.37, 1.80, -0.24], [1.71, -0.96, -0.23], [-1.11, 0.45, -1.70], [0.39, -0.37, 0.57], [0.04, -1.48, 0.98], [0.07, 0.05, -0.05], [0.22, -0.07, -0.13], [0.38, -0.34, -0.21], [0.15, 0.23, -0.01], [1.10, -0.52, 0.46], [-0.73, -0.30, -0.39], [0.89, 1.99, 0.45], [-1.41, -1.26, 1.05], [0.24, -0.53, -0.63], [-0.13, -0.02, -0.95], [-0.07, 0.23, 0.27], [-0.03, 0.22, -0.18], [0.27, 0.20, -0.20], [-0.04, -0.03, 0.18], [-0.46, -0.11, 0.47], [0.78, 0.89, -1.22], [1.20, -1.17, 0.52], [-0.72, -0.17, -0.90], [0.48, 1.51, 0.09], [-0.62, -0.59, 0.64], [-0.21, -0.01, 0.25], [-0.37, 0.11, -0.23], [0.11, -0.54, 0.25], [0.00, 0.06, 0.03], [0.19, -0.14, -0.33], [0.01, 0.07, 0.61], [-0.10, 0.07, 0.17], [-0.11, 0.05, -0.18], [-0.07, -0.02, 0.02], [0.20, 0.06, -0.16], [0.79, -0.04, -0.92], [0.02, -0.08, 0.44], [-0.47, -0.01, 0.04], [-0.06, 0.78, 0.55], [1.35, -1.32, 0.89], [0.02, 0.28, -0.38], [-0.34, 0.28, -0.37], [-0.08, -0.15, -0.09], [-0.35, -0.52, -0.29], [-0.39, -0.07, -0.07], [0.06, 0.70, 0.00], [-0.15, -0.04, -0.56]]
}


{
  "formula": "C13H30NO3Si2",
  "method": "wB97M-V/def2-TZVPD",
  "energy_ha": -1372.640502,
  "orbital_gap_ev": 7.1,
  "total_charge": 1,
  "species": ["O", "C", "O", "C", "C", "C", "C", "C", "C", "N", "H", "H", "H", "H", "H", "H", "H", "H", "H", "H", "H", "H", "O", "Si", "C", "C", "C", "Si", "C", "C", "C", "H", "H", "H", "H", "H", "H", "H", "H", "H", "H", "H", "H", "H", "H", "H", "H", "H", "H"],
  "positions_angstrom": [[-5.9737, 1.0437, 1.3960], [-5.0861, 0.2220, 1.6467], [-3.9043, 0.0269, 0.9141], [-4.0142, 0.5057, -0.4449], [-3.3244, 1.9385, -0.6993], [-2.8978, 2.6950, 0.6295], [-1.4655, 2.4186, 1.2806], [-1.7115, 3.3477, 2.5899], [-2.3289, 4.5979, 1.7586], [-2.9587, 4.2071, 0.6514], [-5.2028, -0.4084, 2.5963], [-3.4306, -0.2393, -1.0938], [-5.0651, 0.5252, -0.8641], [-2.4359, 1.8277, -1.4173], [-4.0909, 2.5810, -1.2643], [-3.5986, 2.4558, 1.5017], [-0.6526, 2.9029, 0.6277], [-1.1537, 1.3463, 1.4808], [-2.3779, 2.8552, 3.3681], [-0.6995, 3.7219, 2.9441], [-2.2551, 5.6911, 2.0489], [-3.4221, 4.8248, -0.0315], [3.0232, -1.2101, -0.5567], [1.6210, -0.6290, -1.2384], [0.1366, -1.0975, -0.1837], [1.3831, -1.3483, -2.9553], [1.6577, 1.2401, -1.3901], [3.6995, -2.6736, -0.1220], [5.4028, -2.4438, 0.6246], [3.8654, -3.7889, -1.6233], [2.6199, -3.5391, 1.1487], [-0.0008, -2.1805, -0.1704], [-0.7762, -0.6415, -0.5781], [0.2769, -0.7560, 0.8455], [2.2599, -1.1550, -3.5779], [0.5110, -0.9003, -3.4393], [1.2271, -2.4281, -2.9064], [2.4885, 1.5635, -2.0212], [1.7678, 1.7086, -0.4082], [0.7282, 1.6008, -1.8382], [6.0801, -1.9680, -0.0890], [5.8261, -3.4120, 0.9027], [5.3549, -1.8226, 1.5224], [2.8824, -4.0545, -2.0202], [4.3867, -4.7120, -1.3589], [4.4308, -3.2874, -2.4130], [1.6524, -3.8077, 0.7166], [2.4437, -2.8894, 2.0100], [3.1014, -4.4548, 1.5009]],
  "atomic_forces_ev_per_a": [[2.74, -2.07, -0.02], [-1.54, 1.42, 0.41], [-2.48, 0.39, 0.35], [1.13, 0.10, -1.89], [-0.22, 0.88, -0.32], [-0.39, -1.99, 0.36], [-0.45, 0.99, 0.03], [1.45, 1.22, -2.63], [-1.11, -0.70, -0.47], [2.09, 0.04, 2.77], [0.87, 0.49, -1.45], [-0.85, 0.94, 1.19], [1.11, -0.04, 1.06], [-1.15, 0.15, 1.25], [1.05, -0.83, 0.87], [0.42, -0.16, -1.61], [-1.14, -0.72, 0.92], [-0.89, 1.30, -0.20], [0.74, 0.98, -0.99], [-1.51, -0.56, 0.29], [-0.14, -1.46, -0.46], [0.33, -0.42, 0.50], [-0.45, 0.06, -0.09], [0.19, -0.31, -0.20], [0.23, 0.06, 0.02], [0.09, 0.06, 0.29], [0.23, -0.16, 0.24], [0.25, -0.48, 0.07], [-0.29, 0.36, -0.15], [-0.16, 0.33, 0.09], [-0.05, 0.30, -0.20], [-0.06, 0.04, 0.06], [-0.01, -0.02, -0.03], [-0.04, -0.07, 0.03], [-0.06, -0.03, -0.02], [0.03, -0.02, -0.01], [0.01, 0.02, -0.06], [-0.05, 0.05, 0.05], [0.06, 0.04, -0.03], [-0.01, -0.05, -0.05], [0.02, -0.01, 0.07], [-0.07, 0.02, -0.04], [0.07, -0.01, -0.03], [0.06, -0.05, -0.05], [-0.02, 0.05, 0.00], [-0.02, -0.08, -0.01], [0.00, -0.04, 0.08], [-0.02, -0.07, 0.02], [-0.01, 0.05, -0.03]]
}


{
  "formula": "C13H30O12S2V",
  "method": "wB97M-V/def2-TZVPD",
  "energy_ha": -3156.550594,
  "e_above_lowest_kcal_mol": 39.93,
  "multiplicity": 2,
  "orbital_gap_ev": [4.7, 4.7],
  "total_charge": -2,
  "species": ["O", "V", "C", "C", "C", "O", "H", "H", "H", "H", "H", "H", "H", "C", "C", "C", "O", "H", "H", "H", "H", "H", "H", "H", "C", "O", "O", "O", "O", "S", "O", "O", "C", "C", "C", "H", "H", "H", "H", "H", "H", "H", "H", "O", "S", "O", "O", "C", "C", "C", "H", "H", "H", "H", "H", "H", "H", "H"],
  "positions_angstrom": [[0.4278, 2.7259, 0.7355], [1.3958, 1.4107, 0.6943], [1.4241, 3.2054, -3.5517], [0.9224, 2.1943, -2.5227], [0.3288, 0.9687, -3.2019], [1.8058, 1.9869, -1.4826], [1.8970, 4.0922, -3.1269], [0.6335, 3.5903, -4.2057], [2.2101, 2.7551, -4.1715], [0.0819, 2.7221, -2.0234], [-0.2782, 0.3650, -2.5236], [1.1734, 0.3872, -3.5814], [-0.3887, 1.2887, -3.9677], [1.7573, -1.1288, 3.6675], [1.2376, 0.2894, 3.8385], [2.3289, 1.2036, 4.3689], [0.6983, 0.7248, 2.6477], [1.8336, -1.6210, 4.6485], [2.6163, -1.1673, 2.9916], [1.1043, -1.8593, 3.1711], [0.4563, 0.2711, 4.6236], [1.9633, 2.1737, 4.7040], [3.1236, 1.3381, 3.6326], [2.7954, 0.6966, 5.2247], [4.0853, 1.6475, 1.0003], [5.1859, 1.8653, 0.3866], [3.4212, 0.5659, 0.7585], [3.2228, 2.6339, 0.9802], [-4.9758, -1.5500, -2.0461], [-4.3616, -0.2767, -2.3102], [-5.1121, 0.9108, -2.6415], [-3.3927, 0.1105, -1.0608], [-2.9289, 1.4695, -0.9457], [-2.7437, 1.8161, 0.5267], [-3.0225, -0.5382, -3.5228], [-3.5179, 2.2215, -1.4684], [-1.9704, 1.5172, -1.4708], [-1.7752, 1.6379, 0.9791], [-3.5505, 1.4717, 1.1824], [-2.9055, 2.8829, 0.7174], [-2.5903, 0.4157, -3.8134], [-3.5202, -0.9195, -4.4177], [-2.3509, -1.3019, -3.1416], [0.3067, -0.3396, -0.2189], [-0.3388, -1.6123, -0.0412], [-1.0064, -2.2872, -1.1394], [0.6856, -2.6311, 0.7008], [0.7881, -3.9385, 0.1065], [1.4182, -4.8612, 1.1340], [-1.5352, -1.5011, 1.3143], [1.5099, -3.7978, -0.7051], [-0.0798, -4.3581, -0.3974], [0.6830, -5.0672, 1.9175], [2.3015, -4.5598, 1.6968], [1.7206, -5.8019, 0.6686], [-2.0540, -2.4559, 1.3599], [-2.2455, -0.6963, 1.1476], [-0.8997, -1.2855, 2.1743]],
  "atomic_forces_ev_per_a": [[0.85, -2.35, 0.03], [1.76, 4.26, -0.08], [0.77, 0.05, -0.58], [-0.60, 1.29, 2.52], [-0.04, -0.01, 0.08], [0.18, -1.49, -0.12], [-0.11, -0.20, 0.54], [-0.16, -0.28, -0.09], [-0.06, -0.10, -0.15], [-0.69, 0.12, -0.31], [0.41, -0.08, 0.22], [-0.28, -0.26, -0.30], [0.34, -0.05, -0.46], [-0.19, -1.20, 0.21], [-0.35, 0.07, -1.12], [0.70, -0.47, 0.38], [-0.08, 0.25, -1.43], [1.00, 0.14, 0.05], [0.49, 0.21, 0.59], [-0.73, 0.68, -0.17], [-0.22, -0.09, 0.03], [-0.14, 0.02, -0.20], [-0.20, 0.13, -0.18], [0.02, 0.15, 0.18], [-0.65, 2.07, -7.97], [0.82, -0.76, 3.19], [-1.24, -3.40, 1.95], [-1.86, 1.02, 2.88], [0.07, 0.86, 0.16], [2.62, 0.72, 0.08], [-0.20, -0.95, -0.09], [-1.77, -0.83, -0.56], [1.39, 0.85, 0.31], [-0.83, 1.03, 0.65], [-1.67, -0.12, -0.38], [-0.73, -0.51, 0.16], [0.19, -0.10, 0.25], [0.25, -0.43, -0.21], [0.03, -0.83, -0.32], [0.41, 0.22, -0.67], [0.29, -0.03, 0.50], [-0.04, -0.11, 0.03], [0.18, 0.31, 0.22], [-0.12, -0.91, -0.18], [-1.66, -0.16, 1.62], [1.09, 0.58, 0.28], [-1.30, 0.35, -1.01], [2.65, 0.01, -0.57], [-0.63, -0.66, 0.66], [0.83, 0.17, -0.48], [-0.01, -0.16, -0.09], [-0.54, 0.35, 0.67], [-0.06, -0.26, -0.08], [0.02, 0.86, -0.52], [-0.34, -0.06, -0.14], [0.14, -0.07, 0.05], [0.17, 0.04, -0.21], [-0.19, 0.12, 0.16]]
}